# 1
Below is a molecular structure, C24H37N3P2PbS in a non-equilibrium geometry, with properties calculated with ωB97M-V/def2-TZVPD.

```
68
Properties=species:S:1:pos:R:3
C -0.135 -4.639 2.827
C 0.284 -4.005 1.664
C -0.718 -3.719 0.666
C -2.031 -3.440 1.125
C -2.417 -3.930 2.377
C -1.497 -4.618 3.173
C -2.870 -2.537 0.270
C -2.600 -2.818 -1.180
C -1.275 -3.168 -1.541
C -0.860 -2.931 -2.897
C -1.829 -2.895 -3.887
C -3.183 -2.788 -3.530
C -3.553 -2.659 -2.190
H 0.611 -5.084 3.495
H -3.452 -3.780 2.695
H -1.823 -5.097 4.098
H -3.932 -2.644 0.506
H -1.522 -2.898 -4.938
H -3.943 -2.758 -4.311
H -4.584 -2.448 -1.899
N -0.354 -3.602 -0.637
Pb -1.839 0.892 1.019
C 1.650 -3.405 1.456
H 2.093 -3.757 0.513
H 2.327 -3.593 2.299
C 0.597 -2.585 -3.121
H 1.265 -3.336 -2.676
H 0.833 -2.451 -4.186
P 1.387 -1.554 1.267
P 0.900 -1.005 -2.260
C -0.163 0.257 -2.947
H -0.219 1.110 -2.255
H 0.261 0.582 -3.909
H -1.174 -0.138 -3.111
C 2.617 -0.551 -2.237
H 2.917 -0.247 -3.249
H 2.761 0.285 -1.541
H 3.226 -1.405 -1.911
C 0.773 -1.169 2.947
H 1.546 -1.430 3.683
H 0.543 -0.096 3.015
H -0.137 -1.739 3.168
C 3.096 -0.934 1.402
H 3.068 0.163 1.406
H 3.546 -1.302 2.334
H 3.684 -1.274 0.540
H -2.610 -1.392 0.517
H 0.489 -1.194 -0.907
C 2.298 6.255 -0.911
C 1.060 5.383 -0.845
N 1.369 4.162 -0.043
C 0.402 3.453 0.572
S 0.473 1.711 0.477
N -0.563 4.095 1.254
C -0.242 5.293 2.075
C -1.496 6.105 2.321
H 2.729 6.404 0.086
H 2.038 7.234 -1.325
H 3.061 5.805 -1.559
H 0.217 5.904 -0.383
H 0.758 5.067 -1.856
H 2.092 3.581 -0.475
H -1.239 3.486 1.723
H 0.194 4.960 3.031
H 0.520 5.874 1.549
H -2.209 5.558 2.949
H -1.229 7.028 2.842
H -1.987 6.370 1.378
```

**Maximum force**: 0.0450 hartree/bohr
**HOMO energy (alpha / beta)**: -0.4517 / -0.4651 Ha
**Charge**: +2
**ΔE to the lowest compared entry with this formula, charge and spin**: 0.0 kcal/mol

Atomic partial charges in e from the natural (NBO) method, atoms 1 to 2: atom 1 (C): -0.2281, atom 2 (C): 0.0468



# 2
Below is 11 unconnected molecules or ions with the total composition C35H96N4O15 in a non-equilibrium geometry, with properties calculated with ωB97M-V/def2-TZVPD.

```
150
Properties=species:S:1:pos:R:3
C -5.207 -15.072 -0.051
O -4.509 -13.895 -0.396
H -5.751 -14.963 0.887
H -5.842 -15.394 -0.877
H -4.459 -15.861 0.024
H -3.779 -13.710 0.200
C -7.060 -12.351 -2.099
O -7.452 -11.935 -3.295
H -7.162 -13.420 -1.913
H -6.005 -12.105 -1.979
H -7.615 -11.819 -1.326
H -7.569 -10.999 -3.118
C -4.781 -14.675 3.979
O -3.805 -13.756 4.464
H -5.524 -14.727 4.774
H -5.177 -14.303 3.034
H -4.254 -15.622 3.855
H -4.282 -12.926 4.539
C -3.241 -18.424 -2.228
O -2.411 -17.753 -1.318
H -4.303 -18.325 -2.006
H -2.976 -18.055 -3.219
H -3.016 -19.490 -2.221
H -2.435 -16.838 -1.610
C -6.772 -15.508 -4.018
O -7.326 -16.717 -3.769
H -6.121 -15.173 -3.210
H -6.116 -15.460 -4.887
H -7.529 -14.738 -4.172
H -7.761 -16.719 -2.913
C -5.546 -12.999 8.024
O -5.700 -12.439 6.702
C -4.950 -11.287 6.461
C -5.440 -10.503 5.239
N -5.327 -11.442 4.106
C -5.615 -10.710 2.883
C -6.339 -11.547 1.767
O -7.662 -11.899 2.184
C -8.356 -12.833 1.328
H -4.553 -13.427 8.161
H -6.218 -13.837 8.210
H -5.727 -12.274 8.817
H -3.895 -11.554 6.401
H -5.081 -10.637 7.326
H -4.800 -9.637 5.071
H -6.484 -10.211 5.348
H -6.170 -12.000 4.098
H -4.625 -10.433 2.521
H -6.168 -9.794 3.088
H -5.795 -12.473 1.582
H -6.314 -10.949 0.856
H -7.660 -13.592 0.972
H -8.699 -12.396 0.390
H -9.228 -13.233 1.843
C 1.330 -20.234 7.642
O 0.326 -19.554 6.952
C 0.866 -18.315 6.533
C -0.225 -17.514 5.770
N -0.679 -18.033 4.469
C -1.447 -16.964 3.899
C -2.149 -17.547 2.687
O -3.185 -18.439 3.175
C -4.005 -18.855 2.100
H 1.727 -19.697 8.503
H 2.205 -20.454 7.031
H 0.949 -21.188 8.006
H 1.665 -18.436 5.802
H 1.224 -17.712 7.368
H 0.120 -16.480 5.753
H -1.004 -17.409 6.525
H -1.368 -18.753 4.636
H -0.835 -16.180 3.453
H -2.283 -16.612 4.505
H -1.467 -17.971 1.950
H -2.592 -16.688 2.185
H -4.650 -18.033 1.791
H -4.531 -19.752 2.428
H -3.395 -19.252 1.289
C 0.279 -15.134 -5.388
O -0.754 -14.573 -4.601
C -1.912 -15.480 -4.434
C -2.940 -14.958 -3.376
N -2.522 -15.165 -1.993
C -1.276 -14.433 -1.654
C -1.121 -14.418 -0.050
O -2.051 -13.485 0.555
C -1.817 -13.309 1.971
H 0.007 -15.423 -6.403
H 0.663 -16.012 -4.869
H 1.083 -14.400 -5.434
H -1.457 -16.398 -4.062
H -2.394 -15.675 -5.392
H -3.883 -15.496 -3.476
H -3.218 -13.938 -3.642
H -3.282 -14.821 -1.423
H -1.261 -13.414 -2.041
H -0.438 -14.960 -2.109
H -0.075 -14.210 0.177
H -1.404 -15.414 0.292
H -0.891 -12.741 2.065
H -1.606 -14.235 2.506
H -2.657 -12.759 2.395
C -5.655 -21.044 -0.275
O -6.503 -19.937 0.230
C -7.133 -19.239 -0.887
C -7.825 -17.940 -0.377
N -8.545 -17.253 -1.422
C -9.130 -16.056 -0.795
C -9.856 -15.141 -1.790
O -10.779 -14.332 -1.047
C -11.588 -13.381 -1.735
H -6.290 -21.737 -0.826
H -5.215 -21.593 0.558
H -4.870 -20.744 -0.969
H -7.847 -19.916 -1.354
H -6.480 -18.992 -1.725
H -6.986 -17.328 -0.048
H -8.442 -18.226 0.475
H -9.329 -17.876 -1.554
H -8.363 -15.455 -0.307
H -9.891 -16.395 -0.092
H -10.363 -15.819 -2.477
H -9.125 -14.596 -2.387
H -12.340 -13.940 -2.291
H -10.959 -12.724 -2.335
H -12.236 -12.798 -1.080
C -8.614 -18.525 4.951
C -8.181 -17.064 4.504
C -7.080 -17.094 3.467
O -9.355 -16.530 3.953
H -9.683 -18.536 5.162
H -8.135 -18.838 5.879
H -8.404 -19.255 4.170
H -7.867 -16.438 5.339
H -6.583 -16.158 3.216
H -7.408 -17.598 2.557
H -6.195 -17.643 3.788
H -10.041 -16.638 4.615
C -4.022 -10.457 -1.425
C -3.283 -10.185 -0.115
C -1.827 -9.911 -0.343
O -3.819 -9.066 0.491
H -5.107 -10.360 -1.412
H -3.897 -11.451 -1.856
H -3.754 -9.814 -2.264
H -3.392 -11.066 0.517
H -1.582 -9.167 -1.102
H -1.265 -10.756 -0.741
H -1.310 -9.556 0.548
H -3.614 -8.311 -0.065
```

**Maximum force**: 0.0797 hartree/bohr
**HOMO energy**: -0.3286 Ha
**ΔE to the lowest compared entry with this formula, charge and spin**: 5.2 kcal/mol

Atomic partial charges in e from the Mulliken method, atoms 1 to 2: atom 1 (C): 0.1837, atom 2 (O): 0.7928



# 3
Below is a gas-phase ion, C5H8N (charge +1) in a non-equilibrium geometry, with properties calculated with ωB97M-V/def2-TZVPD.

```
14
Properties=species:S:1:pos:R:3
C -2.742 1.167 0.842
C -0.510 0.214 0.630
C 1.875 -0.043 -0.368
C 1.127 -1.290 -0.481
C 0.352 0.051 -0.407
N -1.780 0.425 0.627
H -3.624 0.658 0.744
H -2.756 2.185 1.107
H -0.253 -0.117 1.549
H 2.340 0.372 0.486
H 2.295 0.285 -1.314
H 0.990 -1.603 -1.495
H 0.861 -2.010 0.335
H 0.165 0.379 -1.413
```

**Maximum force**: 0.0740 hartree/bohr
**HOMO energy**: -0.5576 Ha
**Charge**: +1
**ΔE to the lowest compared entry with this formula, charge and spin**: 74.6 kcal/mol

Atomic partial charges in e from the natural (NBO) method, atoms 1 to 2: atom 1 (C): 0.0886, atom 2 (C): 0.2676



- What is the ΔE to the lowest compared entry with this formula, charge and spin in the first record?
  0.0 kcal/mol



- What is the ΔE to the lowest compared entry with this formula, charge and spin in the third record?
  74.6 kcal/mol



- What is the maximum force in the first record?
  0.0450 hartree/bohr



- Which value of ΔE to the lowest compared entry with this formula, charge and spin does entry 1 give?
  0.0 kcal/mol